1.
94
Properties=species:S:1:pos:R:3:forces:R:3:mulliken_charge:R:1 method="wB97M-V/def2-TZVPD" total_charge=0 e_homo_ha=-0.353 smiles="CCCCON(CC(=O)O)S(=O)(=O)F.COP(=O)(OC)OC.COP(=O)(OC)OC.COP(=O)(OC)OC.COP(=O)(OC)OC" gap_ev=7.1 e_tot_ev=-114630.5925
H 1.3490 2.7244 -2.7725 -0.302 -0.010 0.378 0.3305
O -1.9907 -4.4956 -7.7421 -0.297 -1.564 0.307 -0.3134
H 4.7482 -2.7940 1.7444 0.151 -0.131 0.002 0.2011
H 8.2956 -0.1806 1.5944 -0.002 0.027 0.104 0.2972
H 1.9153 -1.6192 -3.4823 0.171 -0.508 0.381 0.2712
C 2.1604 -0.9397 -0.0952 0.480 -0.488 -0.083 -0.5285
O -2.0315 3.7355 6.3593 0.377 -0.296 -0.996 -0.6864
O -1.3579 6.0496 5.3730 0.532 -0.227 -1.188 -0.3671
O 3.1330 -0.0778 0.6065 -1.140 -0.386 -0.555 0.0336
O 1.9038 3.9791 -0.9539 0.010 1.557 0.215 -0.5320
C -5.2033 0.2899 4.0431 0.601 -0.239 0.001 -0.6076
H -0.2904 -1.9306 -3.1251 0.065 -0.049 0.522 0.2457
O 8.4293 -2.6648 -1.0104 -1.578 3.163 -0.573 -0.3153
C 2.2266 2.8490 -1.1037 -0.176 -0.055 0.248 0.1991
H -4.9376 -2.4790 -6.6658 -0.002 -0.310 0.059 0.2485
H -7.7597 3.4135 2.2323 0.065 -0.074 -0.115 0.2978
C 8.7105 -1.0612 2.0813 0.106 -0.171 0.227 -0.6899
O -2.8583 4.5694 4.2422 2.446 -0.763 -2.431 -0.4260
H 6.2469 -2.8485 2.7212 -0.001 -0.075 -0.154 0.4682
O 0.1538 4.2334 5.6269 -0.658 -0.956 -3.346 -0.3367
H 2.9549 -0.1726 -1.9366 -0.423 -0.435 -0.007 0.1236
O 1.6514 2.1091 -2.0857 1.132 -0.737 0.149 -0.3860
C -1.5995 6.9284 4.2662 -0.073 0.192 0.195 -0.7268
H -1.5169 6.4173 3.3088 -0.061 0.085 -0.023 0.3540
H 8.2698 -1.1655 3.0730 -0.047 0.108 -0.010 0.2595
H -4.8255 5.0940 4.2262 0.261 -0.007 -0.219 0.2520
O -3.5977 -3.9059 -6.1215 -0.593 -3.496 1.158 -0.4559
H -9.4700 -0.4706 1.0234 -0.125 0.009 -0.123 0.3071
H 5.1109 -1.4943 2.8852 0.141 0.229 -0.212 0.1932
H 9.7759 -1.9455 -2.3890 -0.054 -0.084 0.055 0.2459
C -3.0633 -5.1805 -8.4044 0.008 0.195 -0.241 -0.7347
O 2.7252 3.0285 2.5260 1.961 -0.173 -0.876 -0.6016
H -3.6512 -1.9020 -5.5973 0.143 0.021 -0.106 0.2440
H 9.7875 -0.9311 2.1891 -0.011 -0.114 -0.063 0.2802
H -0.7632 -6.9088 -7.0494 0.019 -0.035 0.012 0.2861
H -5.2446 0.5712 5.0962 -0.297 -0.006 -0.057 0.2440
C 1.1459 4.4306 4.5990 0.063 0.293 0.059 -0.5215
H -3.9665 5.5279 5.7165 0.074 -0.125 0.073 0.3630
H -8.0940 2.0433 3.3060 0.031 0.088 0.080 0.3648
C -7.3146 2.5665 2.7551 0.212 0.194 -0.037 -0.5059
H -4.4106 3.8249 5.3868 0.088 0.094 0.178 0.2365
O -0.4298 -5.0929 -6.0733 -2.250 -2.443 1.625 -0.2531
H -0.8686 7.7366 4.2993 0.027 -0.069 0.102 0.2802
O -6.6703 1.7183 1.7950 -1.312 -0.197 0.301 -0.3400
P -1.9784 -4.3911 -6.0983 2.774 8.136 -3.648 1.1510
H -3.6073 -5.8414 -7.7321 -0.081 0.029 -0.077 0.3568
H 3.9407 1.6013 -0.8430 -0.319 0.065 0.466 0.3630
O 6.5901 -3.6037 0.1283 -0.024 0.987 -0.631 -0.6873
O 1.2789 1.2119 2.8364 0.280 -1.348 -0.031 -0.6360
H 8.4484 -0.8335 -2.0132 0.125 0.021 -0.121 0.2920
C 3.2624 2.1781 -0.1848 0.202 -1.036 -1.475 -0.4753
O -1.4356 -3.0650 -5.6363 -0.217 -0.938 0.778 -0.6454
O 6.2230 -1.4523 1.1783 1.035 2.462 -2.434 -0.2310
H -9.1766 1.2507 0.6438 -0.033 -0.013 -0.017 0.2753
H -9.2870 0.0509 -0.6602 0.112 -0.008 0.009 0.2422
O -6.5479 0.1475 3.5917 -3.532 -0.696 -0.361 -0.4585
H 0.9566 3.7684 3.7602 0.134 0.002 0.034 0.1871
H -0.9413 -6.9519 -5.2719 0.134 -0.122 0.001 0.3290
N 2.5497 1.1920 0.6655 1.742 1.037 1.185 -0.0849
H 2.1043 -1.8592 0.5124 0.095 0.229 -0.392 0.3368
H 2.0573 -3.0507 -2.3757 -0.205 0.342 -0.294 0.3493
C 2.6984 -1.1663 -1.5244 0.134 -0.254 0.528 -0.0568
H 1.1770 -0.4542 -0.0527 0.435 -0.092 -0.070 0.3741
H 2.1239 4.2019 5.0149 -0.097 -0.035 0.082 0.2750
O -5.5408 -0.6114 1.5228 -1.083 -0.317 0.286 -0.6514
H 3.8936 2.8946 0.3551 -0.710 0.061 -0.086 0.5840
P -6.7985 0.0851 1.9318 7.681 2.184 -2.232 1.1652
P 7.2916 -2.2845 0.1846 0.120 -7.087 4.309 1.1133
H -6.5681 2.9421 3.4558 -0.069 -0.032 0.094 0.0435
H -4.6839 1.0716 3.4871 -0.018 -0.106 -0.103 0.3143
S 2.5293 1.6346 2.3117 -2.586 0.216 1.106 1.1627
H -0.1113 -2.6879 -1.5339 0.000 0.661 0.003 0.2773
C 5.5506 -2.2038 2.1834 -0.412 -0.491 0.119 -0.6942
C -8.9472 0.2196 0.3593 -0.065 0.234 -0.159 -0.6709
F 3.6473 0.7395 3.0153 -0.478 1.045 -0.928 -0.2160
H -2.5984 7.3559 4.3614 -0.020 -0.017 -0.114 0.2604
P -1.4570 4.4207 5.1607 -2.964 2.154 7.303 1.2165
C 1.7597 -1.9945 -2.4552 -0.177 0.951 0.369 -0.4582
H -2.6461 -5.7714 -9.2200 0.108 0.052 0.057 0.2760
H 1.1375 5.4711 4.2596 0.044 -0.009 0.013 0.3030
H -3.3044 -2.2327 -7.3211 0.119 -0.027 0.100 0.3181
H -4.6696 -0.6543 3.9577 0.037 0.088 -0.168 0.2785
H 0.6685 -6.8313 -6.0025 -0.008 0.109 -0.005 0.2409
H 9.7747 -1.0770 -0.8407 0.013 0.012 -0.033 0.2698
C -3.8713 -2.5486 -6.4441 0.101 0.561 0.226 -0.6062
C -0.3719 -6.5292 -6.1011 0.165 -0.074 -0.256 -0.7001
H -3.7518 -4.4452 -8.8216 -0.089 -0.061 0.054 0.2620
H 3.6650 -1.6985 -1.4150 -0.402 0.250 -0.085 0.0276
C -4.0746 4.7628 4.9465 -0.365 -0.265 0.430 -0.6520
O 8.4686 -2.2604 1.3319 0.105 1.189 -0.666 -0.3673
C 0.2345 -1.8420 -2.1548 0.189 -0.571 -0.848 -0.9834
C 9.1437 -1.5612 -1.5917 0.295 -0.015 0.053 -0.6654
O -7.5295 -0.0101 0.4064 -2.172 -1.088 2.608 -0.2838
H -0.0550 -0.8668 -1.7363 0.189 -0.404 0.005 0.2809

***

2.
16
Properties=species:S:1:pos:R:3:forces:R:3:mulliken_charge:R:1 method="wB97M-V/def2-TZVPD" total_charge=0 e_homo_ha=-0.329 smiles="C[C@H](O)[C@@H](N)C=O" gap_ev=9.6 e_above_lowest_kcal_mol=74.4 e_tot_ev=-9876.8353
H 1.4139 -0.8441 -0.1508 -1.457 1.530 0.202 0.3770
H 0.7094 -0.9478 1.9586 -0.742 1.202 -0.886 0.3884
H -2.5113 -0.1310 0.4546 0.326 0.213 -0.432 0.3339
C 1.3058 1.3594 -0.6372 1.319 -3.320 -0.242 -0.3558
H 0.3204 -1.4262 -2.0737 0.052 2.445 0.620 0.2712
H -0.5303 -1.8277 1.2406 -0.528 0.559 -0.303 0.4001
C -0.3227 -0.7796 1.5294 -0.716 -0.918 1.566 -1.5348
H -0.5460 -0.0246 -2.0608 -1.865 0.549 -0.717 0.2565
H -0.5832 1.2638 1.0124 1.081 -0.524 -0.879 0.2435
C -0.5937 0.2896 0.4516 1.269 -1.218 1.736 0.2886
C 0.6386 -0.0513 -0.4628 0.631 2.028 -1.817 0.2573
H 0.6860 2.1111 -1.0075 -1.850 1.637 -0.450 0.3957
N 0.3516 -0.3612 -1.8834 1.075 -2.860 0.403 -0.7356
O -1.9006 0.3464 -0.1365 0.455 -1.280 0.178 -0.5566
H -0.9190 -0.5051 2.3922 -0.377 -0.462 0.454 0.4240
O 2.4813 1.5282 -0.6265 1.328 0.418 0.567 -0.4534

***

3.
63
Properties=species:S:1:pos:R:3:forces:R:3:mulliken_charge:R:1 method="wB97M-V/def2-TZVPD" total_charge=+1 e_homo_ha="-0.304 / -0.368" gap_ev="6.0 / 5.4" e_above_lowest_kcal_mol=43.2 e_tot_ev=-95886.9534 spin_multiplicity=5
H 0.7779 3.0547 3.1699 0.262 -0.164 -0.156 0.2572
H 3.3153 -0.9684 0.8204 -0.099 -0.247 0.025 0.3418
H 3.2688 3.9313 -0.0759 0.061 -0.154 0.082 0.3255
H 1.7290 -3.4724 -1.6945 -0.273 0.113 0.113 0.5482
H 2.3774 4.9342 2.2910 0.021 -0.135 0.081 0.3014
H 1.7083 -0.3825 -2.7925 0.139 -0.020 0.151 0.3223
C -2.6280 0.4814 -2.2473 -0.469 -0.212 -0.048 -1.2720
H -2.3020 -1.9072 3.0396 -0.094 -0.147 -0.161 0.5071
C -4.5989 0.4776 -0.6038 -0.082 0.158 0.190 -0.9018
C 0.1890 -4.7502 0.0646 -0.065 0.186 0.057 -0.7756
H -1.8451 3.4630 -1.9357 0.057 -0.053 0.278 0.4493
C 0.8472 -2.8531 -1.4738 -0.504 -0.090 0.361 -1.5024
H -0.6172 3.3314 -0.6304 -0.180 -0.078 -0.114 0.3309
H -0.8811 2.2884 -3.9050 0.237 -0.258 0.023 0.4713
H -5.1691 1.1203 -1.2787 0.116 -0.163 0.267 0.4082
C -0.2492 1.5624 -3.3719 0.101 0.228 -0.154 -1.4581
H 4.3286 2.5142 0.0250 -0.078 0.061 0.051 0.3493
C -5.1337 0.0985 0.6387 -0.024 0.129 -0.023 -0.6281
H 2.8700 4.0442 3.7435 0.028 0.024 -0.139 0.3736
C 3.8764 3.4275 1.9297 0.358 -0.177 0.212 -0.6202
H 2.1465 1.5803 -0.2983 0.034 0.072 0.542 0.0149
H 2.9881 -1.5385 -2.3351 0.086 0.359 -0.136 0.5534
C -0.4435 -5.1316 1.2586 -0.142 0.039 0.148 -0.5355
C 2.6688 3.9475 2.6744 -0.268 0.185 0.037 -0.6405
Co -0.3403 -0.1425 -0.2265 0.218 1.721 -1.648 -0.6803
C 3.5053 3.0364 0.5172 -0.135 0.161 -0.371 -0.6034
H 2.4045 -2.4109 1.3608 0.095 0.113 -0.129 0.3671
H -1.7150 -4.4539 2.8966 0.248 -0.088 -0.352 0.4444
C -1.6482 -3.0144 1.2916 0.882 -0.607 -0.463 1.3486
H -3.2200 1.2249 -2.8012 0.136 -0.188 0.074 0.5097
C -3.3434 0.0303 -0.9983 0.225 -0.317 0.258 0.5197
P -1.0158 1.2293 -1.7705 -0.875 0.230 -0.399 1.2256
H -2.4045 -0.3697 -2.9077 -0.016 0.217 0.122 0.4483
C 2.7682 -1.8615 0.4867 -0.055 0.034 0.432 -1.4163
H 0.9763 -5.3742 -0.3711 -0.261 0.222 0.232 0.4047
C 1.4176 2.1446 1.4982 -0.695 0.169 0.014 0.5022
H 4.2953 2.5645 2.4572 -0.075 0.046 -0.057 0.3035
N 2.3449 2.1422 0.5290 -0.446 -0.228 0.154 0.2490
H -2.2714 2.7336 -0.3542 0.183 -0.092 -0.131 0.3619
C -1.4788 2.8458 -1.1026 0.068 0.315 -0.154 -1.5023
P 1.3874 -1.3143 -0.5595 1.986 -1.342 -2.438 1.6734
H 4.6506 4.1954 1.9022 -0.048 -0.044 0.002 0.3608
C -3.1047 -1.1230 1.1787 -1.033 0.995 -0.961 1.5711
S 0.0065 1.0489 1.5112 1.324 2.217 2.236 -0.4887
C -0.1174 -3.5309 -0.5458 -0.743 0.037 0.299 0.5204
H 3.0164 0.1184 -1.6711 0.086 0.046 -0.198 0.3220
C -1.1991 -2.7526 -0.0430 1.173 -0.199 0.923 -0.2883
H 0.1459 -1.1070 1.0807 0.558 -1.155 1.281 -0.1731
C -2.6636 -0.8623 -0.1442 -0.168 -0.261 -0.028 0.7584
N 1.5530 3.0131 2.5166 -0.275 -0.586 -0.428 -0.1968
H -0.1795 0.6377 -3.9587 0.017 0.229 0.130 0.4079
H 0.3859 -2.5422 -2.4235 0.145 0.104 0.279 0.3493
C -2.2174 -1.9114 1.9544 -1.425 -1.115 1.108 -1.9913
H -0.1808 -6.0812 1.7249 -0.118 0.231 -0.133 0.3917
C 2.3684 -0.7043 -1.9816 0.580 -0.214 -0.181 -1.4978
H -6.1391 0.4210 0.9048 0.235 -0.051 -0.066 0.3975
N -1.4644 -1.4740 -0.5687 -1.825 -1.491 -0.435 0.2195
C -4.3950 -0.6527 1.5455 0.870 -0.225 -0.051 -1.0020
H 3.4501 -2.5014 -0.0979 -0.332 0.273 0.164 0.4316
H 0.7519 1.9861 -3.2274 -0.198 -0.075 -0.160 0.4110
C -1.3074 -4.2557 1.9012 0.115 0.360 -0.139 -0.9720
H -4.7788 -0.9490 2.5263 -0.011 0.305 -0.370 0.4766
H 0.5330 0.7638 -1.0432 0.362 0.598 -0.107 -0.3835